Density functional theory data (ωB97M-V/def2-TZVPD) for a structure of composition C19H17O4PRu.

Calculated values
- highest occupied orbital energy (alpha / beta) (eV) = -13.88 / -19.61
- spin multiplicity = 6
- total charge = +3
- electronic energy (eV) = -40001.007
- HOMO-LUMO gap (alpha / beta) (eV) = 3.8493 / 5.5833

Element x y z (Å)
Ru1 -0.45075 1.87364 -1.82589
C1 -0.60655 2.98678 -0.27224
O1 -0.72168 3.75620 0.58842
C2 -0.35288 3.60074 -2.69838
O2 -0.29459 4.62806 -3.22161
C3 -2.40253 1.67306 -2.03974
O3 -3.54722 1.57863 -2.17373
C4 1.49233 1.59647 -1.83475
O4 2.63986 1.44269 -1.85492
C5 -0.38298 0.03262 -3.13661
H1 0.56001 -0.51456 -2.99052
H2 -1.30948 -0.54846 -3.03211
C6 -0.38322 1.18377 -3.96670
H3 -1.30588 1.45852 -4.50523
H4 0.55652 1.48740 -4.45465
C7 -2.18424 -0.33632 0.36269
P1 -0.43517 -0.13713 -0.06958
C8 0.27840 0.56472 1.47974
C9 1.67875 0.66508 1.47829
C10 2.33660 1.28904 2.53576
C11 1.59969 1.76758 3.62344
C12 0.21553 1.56350 3.67716
C13 -0.45623 0.97902 2.59371
C14 0.09553 -1.89509 0.25635
C15 0.05831 -2.44001 1.55195
C16 0.33389 -3.79092 1.77526
C17 0.68529 -4.61076 0.69459
C18 0.78654 -4.06427 -0.59235
C19 0.49197 -2.71136 -0.81580
H5 -2.61010 0.63973 0.60337
H6 -2.25700 -1.01657 1.21789
H7 -2.69267 -0.77186 -0.50833
H8 2.24500 0.27486 0.63474
H9 3.42003 1.40501 2.50259
H10 2.09668 2.30210 4.43057
H11 -0.36137 1.86174 4.56001
H12 -1.53974 0.84531 2.62259
H13 -0.16657 -1.79869 2.40860
H14 0.28778 -4.20339 2.78253
H15 0.91812 -5.66144 0.85367
H16 1.10583 -4.69115 -1.43205
H17 0.57819 -2.26427 -1.80872



Density functional theory data (ωB97M-V/def2-TZVPD) for a structure of composition C19H18BrIN2O2Sn.

Calculated values
- highest occupied orbital energy (eV) = -7.78
- total charge = 0
- electronic energy (eV) = -111047.072
- HOMO-LUMO gap (eV) = 7.0394

Element x y z (Å)
C1 3.11496 4.16491 -0.02888
C2 4.26329 3.22330 -0.41247
H1 2.77880 4.75744 -0.88447
H2 3.45731 4.86872 0.74192
H3 2.23939 3.64849 0.38358
H4 3.97934 2.45501 -1.13331
H5 5.06518 3.82680 -0.85832
H6 4.67879 2.73672 0.47552
C3 -2.52599 1.54022 -1.62026
C4 -3.81743 1.39477 -2.13044
C5 -4.10329 0.28161 -2.91839
C6 -3.09106 -0.64994 -3.12383
H7 -2.29056 2.37745 -0.96716
H8 -4.55241 2.15090 -1.90196
H9 -5.08749 0.12531 -3.35006
H10 -3.25214 -1.55837 -3.70409
N1 -1.52151 0.69410 -1.87091
C7 -1.81882 -0.44011 -2.55454
C8 -0.75631 -1.46690 -2.61567
N2 0.38966 -1.15965 -1.96762
C9 1.34485 -2.09122 -1.86809
C10 0.09595 -3.65804 -3.19517
C11 1.24643 -3.34913 -2.46527
H11 2.22886 -1.81537 -1.29572
H12 2.06362 -4.04939 -2.35830
C12 -0.91899 -2.70487 -3.26833
H13 -1.83777 -2.88741 -3.81439
H14 -0.01824 -4.61753 -3.69122
Sn1 0.78124 1.08809 -0.77267
I1 -0.28746 3.19838 0.92685
Br1 2.13822 1.04842 3.11366
C13 0.81795 -0.16859 3.74071
C14 0.82747 -0.50063 5.10146
C15 -0.13628 -1.37322 5.62557
C16 -1.12210 -1.90443 4.78862
C17 -1.15130 -1.55476 3.43471
C18 -0.16591 -0.72849 2.88249
C19 -0.25942 -0.34708 1.43249
O1 -1.33957 0.00239 0.92233
O2 0.88094 -0.35430 0.77822
H15 1.57970 -0.06669 5.75697
H16 -0.10112 -1.62242 6.68940
H17 -1.87838 -2.57743 5.19650
H18 -1.93840 -1.93703 2.78057



Density functional theory data (ωB97M-V/def2-TZVPD) for a structure of composition C19H18CaF3O4S.

Calculated values
- highest occupied orbital energy (eV) = -4.40
- total charge = -1
- electronic energy (eV) = -65612.219
- HOMO-LUMO gap (eV) = 6.1874

Element x y z (Å)
C1 -2.14279 2.11867 1.72671
C2 -0.83530 2.31259 2.23190
C3 0.00166 2.70896 1.15024
H1 -0.54819 2.25066 3.28362
C4 -0.79737 2.71728 -0.03815
C5 -2.11988 2.32072 0.32243
H2 -2.99357 2.29246 -0.33320
H3 -3.03378 1.93587 2.33057
H4 1.04048 3.04228 1.23615
H5 -0.47027 3.05048 -1.02697
C6 -0.56612 -2.33382 1.69336
C7 -1.55713 -1.67960 2.47216
C8 -2.63135 -1.33052 1.62334
H6 -1.55450 -1.57285 3.55663
C9 -2.33631 -1.79550 0.31300
C10 -1.06356 -2.44936 0.36097
H7 -0.59410 -3.01765 -0.45180
H8 0.36829 -2.75495 2.07471
H9 -3.56885 -0.88261 1.95575
H10 -3.01033 -1.75206 -0.54809
Ca1 -0.27522 0.12202 0.30818
O1 1.59441 0.12255 -1.74049
C11 2.90659 0.68608 -1.47773
C12 2.40595 0.80734 -2.89115
H11 2.90009 1.60285 -0.88035
H12 3.70547 -0.04491 -1.31308
H13 1.98151 1.76963 -3.19877
H14 3.24635 1.68686 -5.30027
C13 3.42907 0.61711 -5.17476
C14 3.00737 -0.00223 -3.96296
C15 3.28821 -1.37494 -3.79422
H15 2.99524 -1.87161 -2.86469
C16 3.91318 -2.10345 -4.81299
H16 4.09004 -3.17388 -4.67490
C17 4.31434 -1.47902 -6.00314
H17 4.80866 -2.05397 -6.78908
C18 4.08151 -0.10565 -6.17253
H18 4.41158 0.39798 -7.08517
F1 -4.88871 -0.75903 6.66250
C19 -4.39008 -0.41811 5.45075
F2 -4.36940 -1.53255 4.66581
F3 -5.22260 0.49466 4.88872
S1 -2.61510 0.27326 5.55807
O2 -2.75989 1.38595 6.48172
O3 -1.83397 -0.86924 6.01984
O4 -2.31167 0.64127 4.16737



Density functional theory data (ωB97M-V/def2-TZVPD) for a structure of composition C19H18ClN2O2PPdSe2.

Calculated values
- highest occupied orbital energy (eV) = -0.55
- total charge = -2
- electronic energy (eV) = -183054.700
- HOMO-LUMO gap (eV) = 4.8274

Element x y z (Å)
Pd1 -1.06720 -1.17780 0.50760
Cl1 4.31710 -0.03530 5.44750
C1 2.85020 -0.08430 4.49100
C2 1.61770 0.01410 5.14030
C3 0.46900 -0.00200 4.40080
C4 0.46310 -0.10860 2.97310
O1 -0.64220 -0.14640 2.36230
C5 1.76490 -0.19250 2.34590
C6 1.88630 -0.37400 0.92240
O2 1.04200 -0.09210 0.07530
C7 2.92440 -0.19030 3.12630
H1 1.57410 0.09880 6.21840
H2 -0.49200 0.08100 4.88820
H3 2.84780 -0.83630 0.58930
H4 3.88290 -0.24020 2.62410
Se1 -1.26860 -3.12550 -0.72270
P1 -2.47580 0.40600 -0.09780
Se2 -1.99910 2.46990 -0.05950
C8 -3.60570 0.12810 1.34370
C9 -4.21070 1.17200 2.02450
C10 -4.95130 0.93120 3.16740
C11 -5.10630 -0.36330 3.63050
C12 -4.51480 -1.41630 2.94740
C13 -3.75680 -1.17690 1.81670
C14 -3.69440 0.12740 -1.44550
C15 -4.09080 1.18120 -2.25380
C16 -4.91760 0.95890 -3.33840
C17 -5.36580 -0.32150 -3.61680
C18 -4.98760 -1.37490 -2.79740
C19 -4.15080 -1.15680 -1.71730
H5 -4.07260 2.18470 1.66900
H6 -5.39350 1.76380 3.69990
H7 -5.67480 -0.54880 4.53400
H8 -4.63440 -2.42960 3.30990
H9 -3.26560 -2.00890 1.29460
H10 -3.72370 2.17580 -2.03890
H11 -5.18810 1.78890 -3.97810
H12 -5.99370 -0.50350 -4.48240
H13 -5.32190 -2.38080 -3.01750
H14 -3.79990 -1.98740 -1.12040
N1 -0.14250 1.09790 -2.55700
N2 -1.00520 0.01940 -2.13400
H15 0.61540 1.09760 -1.87340
H16 -0.66390 1.96220 -2.36070
H17 -0.42690 -0.79270 -1.86380
H18 -1.57880 -0.26470 -2.92770



Density functional theory data (ωB97M-V/def2-TZVPD) for the molecule C19H18F2N2O2.

Calculated values
- highest occupied orbital energy (eV) = -8.33
- total charge = 0
- electronic energy (eV) = -32506.293
- HOMO-LUMO gap (eV) = 8.5050

Element x y z (Å)
O1 -2.23853 -1.92475 -2.67504
C1 -1.17212 -1.89209 -2.10230
C2 -0.42144 -3.14137 -1.80935
C3 -0.83134 -4.29606 -2.48084
C4 -0.19312 -5.50264 -2.28251
C5 0.86551 -5.54907 -1.39135
C6 1.28967 -4.42651 -0.70052
C7 0.64436 -3.22328 -0.91247
H1 0.97528 -2.35944 -0.35833
H2 2.11236 -4.50526 -0.00756
F1 1.49875 -6.71737 -1.18721
H3 -0.50045 -6.39719 -2.80034
H4 -1.66250 -4.22026 -3.16557
C8 -0.51853 -0.57944 -1.70347
C9 -1.49634 0.59730 -1.83882
H5 -2.16260 0.41750 -2.68385
H6 -2.10986 0.65883 -0.93827
C10 -0.70666 1.89806 -2.05165
N1 0.57274 1.81590 -1.37925
C11 0.78974 2.00619 -0.03473
O2 1.81759 1.63511 0.49817
N2 -0.21152 2.67462 0.62967
C12 -0.22018 3.12693 1.94873
C13 -1.35635 3.81033 2.38500
C14 -1.44161 4.28780 3.67766
C15 -0.37842 4.07716 4.53627
C16 0.75747 3.40326 4.12885
C17 0.83670 2.92662 2.83412
H7 1.71445 2.40063 2.49996
H8 1.57047 3.25556 4.82157
F2 -0.45525 4.54310 5.80336
H9 -2.31596 4.81728 4.02118
H10 -2.18122 3.97085 1.70462
H11 -1.03530 2.92810 0.10783
C18 1.47065 0.90129 -2.06430
C19 0.70683 -0.32377 -2.59476
H12 0.36340 -0.15493 -3.61709
H13 1.36698 -1.19083 -2.60591
H14 2.23156 0.60340 -1.34058
H15 1.96207 1.42970 -2.88798
H16 -1.28010 2.77160 -1.73731
H17 -0.48683 2.03679 -3.11381
H18 -0.18130 -0.65174 -0.66544